DFT (wB97M-V/def2-TZVPD) results for a cluster of 3 separate species, C3H3NO2 in total.

Each line ends with the Mulliken charge.
Positions of all 9 atoms, in Å:
1 C -1.81 0.05 0.18  -0.101
2 O -0.90 0.51 -0.47  -0.405
3 C 1.54 1.08 -1.26  0.134
4 O 1.18 1.96 -1.88  -0.168
5 C 1.46 -1.08 0.81  0.524
6 N 2.42 -1.38 1.37  -0.364
7 H 0.58 -0.76 0.29  -0.102
8 H -1.66 -0.29 1.22  0.225
9 H -2.81 -0.07 -0.26  0.256

LUMO energy: -0.08 eV
HOMO-LUMO gap: 0.41117 Ha
2S+1: 1
E_HOMO: -11.27 eV
Energy relative to the best compared isomer or geometry (same formula, charge and spin): 2.6285 eV